[1]
Below is a structure of composition C20H27BCl2N8OsS3, with properties calculated with ωB97M-V/def2-TZVPD.

Each line ends with the Mulliken spin population.
Atoms and positions in Å:
Os: 0.511 -0.870 0.421  2.354
Cl: 2.554 -0.187 1.097  -0.001
Cl: 3.863 -4.755 -1.414  0.004
S: 2.348 2.784 -0.243  0.697
S: 1.647 -2.784 -0.278  0.276
S: -0.328 1.374 0.105  0.236
N: -2.685 -2.924 -1.613  0.010
N: 1.256 3.213 -2.653  0.064
N: -1.368 -1.713 0.035  -0.159
N: -0.760 1.988 2.731  0.009
N: -0.508 3.743 1.426  0.021
N: 0.184 4.238 -1.021  0.079
N: -3.804 -1.600 0.004  0.004
N: -2.753 -3.629 0.653  0.008
C: -2.601 -0.871 0.257  0.047
C: -0.785 0.651 3.252  0.016
C: 5.101 -1.045 0.837  -0.006
C: 5.667 -3.092 -0.303  -0.013
C: -1.465 -2.210 -1.387  0.041
C: -0.483 2.405 1.467  -0.005
C: -0.815 4.178 2.680  0.010
C: 2.198 2.345 -3.307  -0.002
C: 0.206 3.865 -3.203  0.135
C: -0.449 4.507 -2.183  0.091
C: 4.321 -3.358 -0.538  0.028
C: -3.829 -2.054 -1.380  0.001
C: 6.052 -1.952 0.381  0.034
C: 3.768 -1.311 0.598  0.070
C: 3.341 -2.463 -0.070  -0.028
C: -0.973 3.102 3.492  0.027
C: 1.244 3.459 -1.319  -0.109
C: -2.761 -4.083 -0.733  -0.002
C: -3.898 -2.760 0.885  0.000
C: -1.536 -2.925 0.926  0.032
B: -0.193 4.829 0.347  0.004
H: 5.395 -0.149 1.362  0.001
H: -0.689 -3.598 0.759  -0.018
H: -1.423 -1.340 -2.056  0.005
H: -1.227 3.040 4.529  0.002
H: 7.100 -1.753 0.553  0.002
H: -2.556 -0.003 -0.411  -0.012
H: -3.775 -1.194 -2.050  0.000
H: 0.744 5.435 0.753  0.009
H: -2.610 -0.517 1.292  -0.008
H: -4.754 -2.596 -1.567  0.000
H: 3.216 2.629 -3.037  0.001
H: -0.240 -0.036 2.573  0.060
H: 2.034 1.311 -2.998  -0.002
H: -1.815 0.308 3.373  -0.001
H: -0.022 3.818 -4.250  0.008
H: -3.909 -2.442 1.930  0.000
H: -4.821 -3.301 0.665  0.000
H: -1.151 5.509 0.225  0.001
H: -3.677 -4.641 -0.934  0.000
H: -0.897 5.222 2.899  0.002
H: -0.614 -2.870 -1.584  -0.035
H: -1.905 -4.740 -0.904  0.000
H: -0.296 0.638 4.225  0.002
H: 6.404 -3.791 -0.667  0.000
H: -1.317 5.132 -2.222  0.005
H: 2.078 2.425 -4.383  0.001
H: -1.541 -2.592 1.971  0.002

Output
Strongest force on any atom, Eh/bohr: 0.031
Charge: +2
Spin multiplicity: 5
Total energy, eV: -93778.2968
HOMO-LUMO gap (alpha / beta), eV: 8.05 / 5.58
LUMO (alpha / beta), hartree: -0.211 / -0.311

[2]
Below is a structure of composition C20H27BaBr2N3Sb, with properties calculated with ωB97M-V/def2-TZVPD.

Each line ends with the Löwdin charge.
Atoms and positions in Å:
Ba: -1.770 -0.438 0.058  1.569
Sb: 3.099 -0.614 -1.668  1.187
Br: -2.168 -2.867 -1.937  0.500
Br: -5.257 -1.097 -0.883  0.595
N: -1.322 1.578 -1.882  -0.042
N: -0.301 1.569 0.794  -0.149
N: -1.499 -1.945 2.397  -0.140
C: 0.824 3.855 1.782  -0.029
C: -1.166 -3.295 2.309  -0.438
C: -1.450 -3.992 3.529  -0.075
C: -0.522 -3.980 1.169  -0.105
C: -4.235 -2.555 -1.760  -0.860
C: 4.170 -0.550 0.259  -0.358
C: -1.456 2.699 -4.093  -0.033
C: 4.598 -1.811 -2.671  -0.361
C: -2.163 -1.846 3.609  -0.423
C: 0.390 2.875 2.709  0.010
C: -2.815 -0.592 4.138  -0.081
C: -0.048 1.660 2.101  -0.130
C: -0.046 2.632 -0.071  -0.201
C: 0.613 3.791 0.423  0.005
C: -0.245 3.783 -2.321  0.011
C: -2.147 -3.071 4.300  -0.099
C: -1.662 1.622 -3.221  -0.113
C: 3.759 1.213 -2.581  -0.358
C: -0.705 3.796 -3.633  -0.025
C: -0.521 2.638 -1.466  -0.191
H: -2.558 -3.254 5.244  0.076
H: 3.191 1.277 -3.506  -0.012
H: -2.221 -0.049 4.850  0.053
H: -0.646 -3.356 0.244  -0.039
H: 4.781 0.987 -2.791  -0.015
H: 4.727 -1.637 -3.738  0.002
H: 5.501 -1.497 -2.146  -0.003
H: -2.138 0.720 -3.613  0.109
H: 0.548 -4.047 1.300  0.068
H: 3.547 2.082 -1.930  0.005
H: -1.995 2.650 -5.005  0.102
H: 4.600 -1.609 0.512  0.044
H: -1.030 -4.939 0.937  0.090
H: -3.744 -0.856 4.638  0.071
H: -4.606 -3.538 -1.481  0.008
H: 4.588 -2.907 -2.671  0.006
H: 0.941 4.544 -0.233  0.091
H: 0.036 4.686 -1.823  0.096
H: 0.398 3.011 3.770  0.109
H: -4.415 -2.418 -2.864  0.007
H: -0.346 0.730 2.687  0.120
H: 1.304 4.712 2.211  0.114
H: 4.983 0.179 0.372  0.000
H: -3.056 0.182 3.367  0.051
H: -1.339 -5.056 3.555  0.087
H: 3.435 -0.284 1.026  -0.034
H: -0.442 4.630 -4.301  0.128

Output
Strongest force on any atom, Eh/bohr: 0.068
Charge: +1
Spin multiplicity: 1
Total energy, eV: -172956.9370
HOMO-LUMO gap, eV: 4.03
LUMO, hartree: -0.151

[3]
Below is a structure of composition C20H27BaF4N3SSi, with properties calculated with ωB97M-V/def2-TZVPD.

Each line ends with the Löwdin charge.
Atoms and positions in Å:
Ba: 1.788 0.105 0.700  1.810
S: -0.353 2.128 0.038  0.371
Si: -2.153 3.351 -2.751  0.512
F: 1.421 -6.145 -1.942  0.089
F: 0.095 -4.836 -0.099  0.067
F: 3.596 -1.567 -0.032  -0.150
F: 4.844 -2.913 -1.911  0.087
N: 1.217 -2.331 1.019  -0.219
N: 0.520 -0.696 3.215  -0.284
N: 0.653 0.359 -1.724  -0.178
C: -1.602 0.077 4.384  -0.069
C: -0.198 1.394 -1.579  -0.783
C: -1.219 4.791 -3.503  -0.175
C: -2.933 3.890 -1.142  -0.221
C: -0.730 0.081 3.135  -0.283
C: 1.694 1.154 4.406  -0.085
C: -0.941 1.886 -2.675  -0.253
C: 0.058 -2.694 1.806  -0.240
C: 1.287 -4.328 -0.492  -0.139
C: -0.733 1.252 -3.895  -0.092
C: 1.367 -0.327 4.352  -0.274
C: 0.277 -2.158 3.214  -0.188
C: 3.182 -4.593 -1.995  0.046
C: 0.804 -0.236 -2.905  -0.161
C: 1.973 -5.016 -1.472  -0.227
C: 1.762 -3.122 0.088  -0.240
C: -3.559 2.825 -3.884  -0.184
C: 0.136 0.175 -4.036  -0.067
C: 2.998 -2.733 -0.494  -0.175
C: 3.678 -3.414 -1.471  -0.243
H: 1.166 -2.627 3.637  0.119
H: -0.162 -3.761 1.820  0.113
H: 2.289 -0.909 4.262  0.116
H: -2.514 0.646 4.206  0.082
H: -1.900 -0.929 4.679  0.070
H: 2.429 1.352 5.186  0.082
H: -3.425 3.062 -0.632  0.028
H: -4.071 1.962 -3.452  0.037
H: 0.818 1.765 4.620  0.073
H: 1.494 -1.074 -2.935  0.106
H: 0.284 -0.322 -4.984  0.101
H: -1.096 0.534 5.236  0.067
H: -3.266 2.561 -4.899  0.020
H: -0.393 5.079 -2.849  0.033
H: -0.796 4.544 -4.478  0.028
H: -4.288 3.635 -3.961  0.031
H: -1.291 -0.301 2.280  0.103
H: -1.867 5.660 -3.628  0.029
H: -0.486 1.109 2.854  0.067
H: -3.686 4.646 -1.381  0.030
H: -2.209 4.311 -0.450  -0.003
H: 2.116 1.532 3.469  0.048
H: 0.917 -0.633 5.309  0.122
H: -1.266 1.594 -4.776  0.093
H: -0.566 -2.412 3.869  0.116
H: 3.701 -5.146 -2.760  0.128
H: -0.860 -2.236 1.405  0.111

Output
Strongest force on any atom, Eh/bohr: 0.018
Charge: 0
Spin multiplicity: 1
Total energy, eV: -55927.1505
HOMO-LUMO gap, eV: 6.97
LUMO, hartree: -0.011

[4]
Below is a structure of composition C20H27BrN4O2RuS2Se2Te2, with properties calculated with ωB97M-V/def2-TZVPD.

Each line ends with the Mulliken spin population.
Atoms and positions in Å:
Te: -3.094 -1.641 -2.502  0.037
Te: -4.880 -2.569 -0.664  0.000
Ru: -2.834 0.172 1.181  0.818
Br: -4.490 2.633 -1.210  0.001
Se: -5.136 -0.345 0.391  0.019
Se: -1.879 0.004 -1.040  0.150
S: 1.250 -0.048 0.905  -0.001
S: -3.888 -0.136 3.464  -0.019
O: -1.264 0.642 2.448  0.013
O: -0.063 2.316 3.320  0.012
N: -2.660 2.347 0.890  0.000
N: 1.197 -1.395 -1.393  0.011
N: -2.652 -1.718 1.874  -0.017
N: 0.997 0.872 -1.575  0.006
C: 3.637 -3.123 -1.441  0.000
C: 1.222 -2.674 -0.701  -0.002
C: 2.841 3.436 -1.745  0.000
C: -2.942 4.578 0.042  0.002
C: 1.856 3.045 -0.642  0.001
C: 0.665 2.203 -1.082  -0.002
C: -1.953 -3.955 2.175  0.002
C: -3.029 -2.782 3.976  0.003
C: 2.626 -3.116 -0.298  0.000
C: -1.727 2.845 1.732  0.001
C: 3.258 -4.049 -2.595  0.000
C: 3.776 2.313 -2.196  0.000
C: -3.222 3.216 0.048  -0.011
C: 1.162 -0.198 -0.747  -0.014
C: -2.022 5.072 0.943  -0.003
C: -2.081 -2.826 1.399  0.006
C: -0.930 1.863 2.592  -0.004
C: -3.150 -1.670 3.134  0.000
C: -1.395 4.183 1.794  0.002
C: -2.430 -3.920 3.484  -0.002
H: -1.788 6.130 0.963  0.000
H: -0.631 4.467 2.503  0.000
H: 3.099 -5.071 -2.240  0.000
H: 3.240 1.525 -2.722  0.000
H: -3.454 5.214 -0.664  0.001
H: -3.400 -2.722 4.989  -0.001
H: 0.599 -2.597 0.192  0.004
H: 0.695 0.667 -2.514  -0.001
H: 2.974 -2.452 0.495  0.000
H: -1.724 -2.771 0.379  -0.006
H: 2.376 2.518 0.160  0.000
H: 0.761 -3.405 -1.368  -0.001
H: 0.905 -1.406 -2.356  0.001
H: 2.549 -4.121 0.134  0.000
H: 0.131 2.711 -1.890  0.000
H: 2.337 -3.726 -3.085  0.000
H: 4.041 -4.076 -3.356  0.000
H: 1.441 3.955 -0.194  0.000
H: 4.260 1.851 -1.332  0.000
H: 3.453 4.266 -1.377  0.000
H: 3.759 -2.103 -1.814  0.000
H: 4.557 2.696 -2.857  0.000
H: 4.611 -3.423 -1.045  0.000
H: -0.029 2.100 -0.243  -0.004
H: 2.289 3.829 -2.607  0.000
H: -2.326 -4.791 4.120  0.000
H: -1.492 -4.843 1.767  0.000

Output
Strongest force on any atom, Eh/bohr: 0.019
Charge: -1
Spin multiplicity: 2
Total energy, eV: -270813.8395
HOMO-LUMO gap (alpha / beta), eV: 6.07 / 5.83
LUMO (alpha / beta), hartree: 0.076 / 0.071